No. 1
C3H5NO | ωB97M-V/def2-TZVPD

Cartesian coordinates (Å):
C1 0.510 0.220 0.742
C2 -0.489 -0.769 0.119
N1 -0.498 -0.546 -1.274
C3 -0.313 0.254 -2.114
O1 0.290 1.538 0.303
H1 0.356 0.169 1.831
H2 1.535 -0.119 0.533
H3 -0.220 -1.807 0.298
H4 -1.506 -0.587 0.469
H5 0.337 1.647 -0.906

Properties
* energy above the lowest of the compared OMol25 structures with the same formula, charge and spin: 2.564 eV
* molar mass: 71.08 g mol⁻¹
* multiplicity: 1
* charge: 0

Löwdin atomic charge list, values in e, 4 entries:
1 C -0.293
2 C -0.206
3 N -0.056
4 C 0.055

No. 2
C2H7NS | ωB97M-V/def2-TZVPD

Cartesian coordinates (Å):
N1 1.177 -0.455 -1.991
C1 0.983 0.022 -0.661
C2 -0.551 -0.196 -0.211
S1 -0.806 0.417 1.490
H1 0.495 -1.112 -2.387
H2 1.423 0.116 -2.687
H3 1.344 1.028 -0.533
H4 1.522 -0.743 -0.014
H5 -1.294 0.500 -0.805
H6 -0.703 -1.300 -0.395
H7 -0.730 -0.930 2.158

Properties
* energy above the lowest of the compared OMol25 structures with the same formula, charge and spin: 1.072 eV
* SMILES string: NCCS
* molar mass: 77.15 g mol⁻¹
* multiplicity: 1
* charge: 0

Löwdin atomic charge list, values in e, 4 entries:
1 N -0.021
2 C -0.356
3 C -0.609
4 S 0.594

No. 3
C10H18NO2 | ωB97M-V/def2-TZVPD

Cartesian coordinates (Å):
C1 -4.036 -0.083 0.172
C2 -3.045 0.755 -0.133
C3 -0.043 1.033 1.693
C4 -0.097 0.367 0.526
C5 -2.153 0.570 -1.152
C6 1.597 1.859 -1.466
C7 0.424 -2.469 0.950
C8 2.371 -0.124 0.542
C9 1.220 0.387 -1.473
C10 0.749 -1.673 -0.311
N1 1.096 -0.234 -0.149
O1 -1.160 1.465 2.286
O2 -1.848 0.603 -2.261
H1 -4.692 0.227 0.979
H2 -4.155 -1.079 -0.155
H3 -2.927 1.568 0.635
H4 0.904 1.385 2.090
H5 2.710 1.985 -1.501
H6 1.308 2.245 -2.384
H7 1.153 2.575 -0.678
H8 -0.248 -1.953 1.572
H9 -0.138 -3.373 0.622
H10 1.285 -2.941 1.415
H11 2.542 0.931 0.300
H12 2.207 -0.377 1.562
H13 3.011 -0.811 0.045
H14 2.027 -0.183 -1.874
H15 0.309 0.351 -2.002
H16 -0.125 -1.727 -1.083
H17 1.606 -2.225 -0.832
H18 -1.851 0.943 2.064

Properties
* energy above the lowest of the compared OMol25 structures with the same formula, charge and spin: 5.215 eV
* molar mass: 184.26 g mol⁻¹
* multiplicity: 1
* charge: +1

Löwdin atomic charge list, values in e, 4 entries:
1 C 0.128
2 C -0.133
3 C -0.195
4 C -0.022

No. 4
C23H54BrN2O9P2 | ωB97M-V/def2-TZVPD

Cartesian coordinates (Å):
C1 0.787 4.325 -1.497
C2 2.299 4.243 -1.186
C3 2.693 3.055 -0.306
Br1 4.086 3.624 0.957
N1 3.170 1.899 -1.049
C4 2.305 1.611 -2.195
C5 2.552 0.271 -2.859
N2 2.730 -0.897 -1.944
C6 1.448 -1.592 -1.557
C7 0.488 -0.819 -0.677
C8 3.681 -0.538 -0.826
C9 3.898 -1.692 0.146
O1 2.907 -1.712 1.129
C10 3.266 -2.400 2.327
C11 3.368 0.772 -0.141
H1 0.616 4.153 -2.560
H2 0.317 5.244 -1.163
H3 0.292 3.482 -1.008
H4 2.646 5.162 -0.723
H5 2.852 4.192 -2.126
H6 1.848 2.791 0.342
H7 2.528 2.343 -2.972
H8 1.244 1.750 -1.963
H9 3.477 0.340 -3.435
H10 1.762 0.061 -3.578
H11 3.240 -1.590 -2.490
H12 1.682 -2.566 -1.132
H13 0.944 -1.795 -2.505
H14 -0.396 -1.449 -0.565
H15 0.872 -0.650 0.325
H16 0.143 0.108 -1.132
H17 4.646 -0.399 -1.324
H18 3.939 -2.632 -0.428
H19 4.895 -1.548 0.577
H20 3.338 -1.676 3.138
H21 2.502 -3.131 2.590
H22 4.207 -2.943 2.221
H23 2.541 0.679 0.574
H24 4.251 0.986 0.463
O2 -3.162 3.264 -7.639
P1 -3.243 3.057 -6.190
O3 -3.575 4.486 -5.516
C12 -4.226 5.536 -6.241
C13 -5.726 5.367 -6.335
O4 -1.789 2.796 -5.580
C14 -0.637 2.584 -6.392
C15 0.134 3.875 -6.566
O5 -4.012 2.089 -5.220
C16 -5.353 2.273 -4.735
C17 -6.390 1.766 -5.712
H25 -3.793 5.628 -7.238
H26 -3.990 6.452 -5.699
H27 -5.984 4.441 -6.850
H28 -6.159 6.197 -6.894
H29 -6.188 5.348 -5.346
H30 -0.904 2.158 -7.359
H31 -0.030 1.844 -5.863
H32 -0.488 4.637 -7.035
H33 1.015 3.712 -7.189
H34 0.451 4.270 -5.598
H35 -5.510 3.314 -4.460
H36 -5.397 1.693 -3.814
H37 -6.284 2.243 -6.687
H38 -7.392 1.965 -5.333
H39 -6.283 0.691 -5.862
O6 -1.122 -4.911 6.148
P2 -0.515 -4.211 7.281
O7 0.811 -4.917 7.815
C18 1.573 -5.813 6.997
C19 2.489 -5.106 6.022
O8 -1.432 -4.297 8.575
C20 -2.719 -4.927 8.547
C21 -2.631 -6.353 9.044
O9 -0.220 -2.664 7.375
C22 0.989 -2.037 6.941
C23 0.959 -1.739 5.456
H40 0.906 -6.495 6.467
H41 2.162 -6.410 7.692
H42 1.917 -4.479 5.337
H43 3.042 -5.840 5.434
H44 3.209 -4.475 6.545
H45 -3.143 -4.886 7.545
H46 -3.357 -4.334 9.203
H47 -1.937 -6.931 8.432
H48 -3.610 -6.830 9.008
H49 -2.267 -6.377 10.072
H50 1.856 -2.631 7.230
H51 1.050 -1.105 7.503
H52 0.771 -2.643 4.875
H53 1.908 -1.305 5.139
H54 0.160 -1.034 5.225

Properties
* molar mass: 644.54 g mol⁻¹
* multiplicity: 1
* DFT total energy: -134753.0563 eV
* charge: +1

Löwdin atomic charge list, values in e, 4 entries:
1 C -0.077
2 C -0.272
3 C -0.693
4 Br 0.755

No. 5
C10H16BrCeCl3O | ωB97M-V/def2-TZVPD

Cartesian coordinates (Å):
C1 -0.536 0.787 -2.299
C2 -1.370 -0.349 -2.137
C3 -0.540 -1.483 -1.932
C4 -2.849 -0.377 -2.275
C5 0.813 -1.035 -1.908
C6 0.813 0.374 -2.126
C7 2.015 1.202 -2.306
C8 -1.032 2.136 -2.667
C9 -1.037 -2.873 -1.837
C10 1.999 -1.891 -1.825
Ce1 -0.284 0.180 0.956
Cl1 -2.835 0.175 1.212
Cl2 0.162 2.640 0.408
Cl3 0.403 -2.357 1.156
H1 -3.286 0.577 -1.953
H2 -3.285 -1.165 -1.652
H3 -3.177 -0.558 -3.316
H4 -1.913 -2.926 -1.173
H5 -0.278 -3.552 -1.453
H6 -1.362 -3.265 -2.813
H7 1.870 -2.714 -1.108
H8 2.898 -1.331 -1.540
H9 2.215 -2.346 -2.805
H10 2.886 0.786 -1.788
H11 1.884 2.238 -1.954
H12 2.283 1.253 -3.373
H13 -1.915 2.395 -2.066
H14 -1.340 2.190 -3.721
H15 -0.272 2.898 -2.506
O1 2.848 4.090 0.107
H16 3.734 4.233 0.534
Br1 1.012 0.527 3.297

Properties
* molar mass: 478.62 g mol⁻¹
* multiplicity: 1
* DFT total energy: -133220.2154 eV
* charge: -2

Löwdin atomic charge list, values in e, 4 entries:
1 C -0.290
2 C -0.286
3 C -0.296
4 C -0.088

No. 6
C28H32F6N10O5S2Ti | ωB97M-V/def2-TZVPD

Cartesian coordinates (Å):
Ti1 -0.251 -0.380 0.096
C1 2.754 -3.439 -1.170
C2 1.774 -2.444 -1.267
N1 0.891 -2.217 -0.320
C3 0.908 -2.977 0.811
C4 1.878 -3.980 1.007
C5 2.810 -4.191 -0.029
C6 1.869 -4.731 2.207
C7 0.896 -4.475 3.128
C8 -0.098 -3.496 2.931
C9 -0.132 -2.716 1.784
N2 -0.998 -1.754 1.379
C10 -2.166 -1.300 1.955
C11 -2.705 -1.573 3.210
C12 -3.926 -1.001 3.588
C13 -4.627 -0.172 2.750
C14 -4.114 0.142 1.473
C15 -4.790 0.968 0.540
C16 -4.220 1.164 -0.700
C17 -2.980 0.625 -0.997
N3 -2.258 -0.105 -0.112
C18 -2.870 -0.407 1.096
H1 3.454 -3.580 -1.982
H2 1.726 -1.805 -2.140
H3 3.568 -4.956 0.095
H4 2.626 -5.487 2.371
H5 0.872 -5.042 4.051
H6 -0.842 -3.378 3.698
H7 -2.197 -2.209 3.913
H8 -4.324 -1.228 4.570
H9 -5.579 0.248 3.053
H10 -5.751 1.395 0.798
H11 -4.729 1.744 -1.460
H12 -2.530 0.767 -1.966
N4 0.201 0.712 -2.021
C19 -0.267 0.711 -3.424
C20 -0.254 -0.682 -4.039
N5 -1.251 -1.543 -3.448
C21 -1.215 -2.920 -3.899
C22 -2.181 -3.750 -3.065
N6 -1.784 -3.696 -1.664
H13 0.096 1.645 -1.625
H14 1.208 0.568 -2.025
H15 0.362 1.373 -4.025
H16 -1.280 1.109 -3.463
H17 0.771 -1.094 -3.978
H18 -0.465 -0.587 -5.109
H19 -1.201 -1.550 -2.434
H20 -0.202 -3.359 -3.820
H21 -1.493 -2.969 -4.956
H22 -2.243 -4.766 -3.474
H23 -3.173 -3.302 -3.149
H24 -1.051 -4.359 -1.448
H25 -2.552 -3.855 -1.028
F1 4.277 -0.150 -1.267
C23 4.528 0.180 0.001
F2 4.818 -0.932 0.670
F3 5.581 0.988 0.040
S1 3.044 0.997 0.788
O1 1.951 0.451 -0.001
O2 3.132 0.672 2.173
N7 3.193 2.538 0.598
S2 2.970 3.267 -0.787
O3 1.661 3.854 -0.894
O4 3.490 2.563 -1.921
C24 4.102 4.694 -0.501
F4 5.349 4.284 -0.322
F5 4.057 5.490 -1.570
F6 3.714 5.398 0.567
C25 0.228 5.537 2.523
N8 -0.068 4.200 2.063
C26 0.284 2.984 2.768
C27 -0.162 1.952 1.755
O5 0.009 0.735 1.883
N9 -0.668 2.537 0.660
C28 -0.577 3.855 0.876
N10 -1.007 4.744 -0.024
H26 0.145 5.567 3.608
H27 -0.502 6.239 2.121
H28 1.235 5.849 2.235
H29 -0.246 2.884 3.716
H30 1.360 2.894 2.930
H31 -1.235 4.355 -0.925
H32 -0.627 5.674 -0.026

Properties
* energy above the lowest of the compared OMol25 structures with the same formula, charge and spin: 1.161 eV
* molar mass: 814.62 g mol⁻¹
* expectation value of S²: 2.05
* multiplicity: 3
* charge: 0

Löwdin atomic charge list, values in e, 4 entries:
1 Ti 0.984
2 C -0.040
3 C -0.125
4 N 0.028

No. 7
C44H54Br2ClF5N3O4PS | ωB97M-V/def2-TZVPD

Cartesian coordinates (Å):
C1 0.558 -2.804 0.573
C2 0.263 -3.842 1.809
C3 -1.323 -3.629 2.246
C4 -2.289 -4.903 1.879
C5 -2.152 -5.449 0.338
C6 -3.356 -4.947 -0.674
C7 -2.972 -3.400 -1.120
C8 -4.077 -2.710 -2.126
C9 -3.338 -1.365 -2.761
C10 -3.780 -0.083 -1.828
C11 -2.675 0.190 -0.646
C12 -1.828 1.616 -0.852
C13 -0.978 1.550 -2.206
Cl1 -1.896 2.596 -3.488
N1 0.433 1.961 -2.246
P1 1.532 0.879 -3.125
O1 1.029 0.941 -4.827
Br1 1.302 -1.305 -2.557
C14 1.018 2.670 -1.095
Br2 2.487 1.438 -0.383
C15 1.864 4.014 -1.621
C16 1.304 4.649 -3.018
C17 2.512 5.669 -3.571
F1 2.728 6.801 -2.641
C18 0.059 2.978 0.206
N2 1.014 3.237 1.328
C19 0.791 2.591 2.490
S1 0.296 1.789 3.946
C20 -0.680 4.460 -0.046
O2 -1.420 4.776 -1.103
O3 -0.463 5.555 0.957
N3 -1.062 2.007 0.432
O4 -2.085 2.502 1.207
H1 -0.495 -2.522 0.086
H2 1.167 -3.317 -0.314
H3 1.040 -1.779 0.902
H4 0.457 -4.937 1.376
H5 1.026 -3.578 2.666
H6 -1.309 -3.525 3.433
H7 -1.766 -2.596 1.855
H8 -3.407 -4.533 2.009
H9 -2.158 -5.813 2.632
H10 -2.243 -6.633 0.384
H11 -1.141 -5.191 -0.193
H12 -4.436 -5.059 -0.224
H13 -3.260 -5.624 -1.652
H14 -2.828 -2.726 -0.156
H15 -1.923 -3.454 -1.642
H16 -5.041 -2.465 -1.505
H17 -4.345 -3.504 -2.952
H18 -3.633 -1.266 -3.896
H19 -2.177 -1.559 -2.705
H20 -4.826 -0.300 -1.343
H21 -3.936 0.840 -2.565
H22 -1.967 -0.737 -0.481
H23 -3.283 0.325 0.364
H24 -2.677 2.445 -0.979
H25 -1.059 0.441 -2.641
H26 0.019 0.858 -4.845
H27 2.979 3.649 -1.845
H28 1.990 4.824 -0.755
H29 0.357 5.329 -2.924
H30 1.133 3.890 -3.892
H31 2.117 6.031 -4.638
H32 3.468 4.984 -3.733
H33 -0.766 1.058 0.815
H34 -2.248 1.801 1.909
F2 0.262 -5.054 -1.305
C21 1.240 -5.925 -1.588
C22 1.133 -7.241 -1.152
C23 2.148 -8.149 -1.451
C24 3.266 -7.728 -2.175
C25 3.368 -6.404 -2.605
C26 2.347 -5.499 -2.315
H35 0.261 -7.547 -0.584
H36 2.070 -9.182 -1.121
H37 4.060 -8.435 -2.404
H38 4.241 -6.077 -3.164
H39 2.405 -4.468 -2.649
F3 0.631 -4.864 4.257
C27 0.462 -5.879 5.115
C28 -0.720 -5.970 5.843
C29 -0.898 -7.029 6.733
C30 0.112 -7.980 6.894
C31 1.296 -7.877 6.163
C32 1.470 -6.824 5.265
H40 -1.490 -5.217 5.711
H41 -1.822 -7.113 7.301
H42 -0.026 -8.803 7.592
H43 2.083 -8.616 6.293
H44 2.381 -6.734 4.682
F4 -2.042 11.551 -1.376
C33 -2.551 10.368 -1.008
C34 -3.820 10.315 -0.443
C35 -4.353 9.082 -0.065
C36 -3.605 7.916 -0.246
C37 -2.330 7.980 -0.810
C38 -1.802 9.212 -1.198
H45 -4.383 11.232 -0.302
H46 -5.348 9.029 0.371
H47 -4.019 6.956 0.053
H48 -1.748 7.072 -0.947
H49 -0.816 9.279 -1.646
F5 7.518 4.327 2.805
C39 6.636 4.612 1.837
C40 6.996 5.490 0.820
C41 6.081 5.784 -0.190
C42 4.810 5.204 -0.166
C43 4.456 4.328 0.861
C44 5.376 4.026 1.865
H50 7.985 5.938 0.823
H51 6.355 6.463 -0.993
H52 4.094 5.437 -0.952
H53 3.465 3.881 0.879
H54 5.120 3.340 2.666

Properties
* molar mass: 1042.22 g mol⁻¹
* multiplicity: 1
* DFT total energy: -245468.8061 eV
* charge: 0

Löwdin atomic charge list, values in e, 4 entries:
1 C -0.174
2 C -0.226
3 C -0.212
4 C -0.197

No. 8
C22H56O12V | ωB97M-V/def2-TZVPD

Cartesian coordinates (Å):
O1 -4.270 23.296 -26.685
V1 -5.653 24.092 -26.508
O2 -5.412 25.170 -25.360
C1 -6.675 24.501 -30.106
O3 -6.909 23.398 -29.577
O4 -6.214 25.365 -29.364
O5 -7.050 24.663 -31.257
C2 -3.492 22.946 -21.802
C3 -4.337 22.913 -20.515
C4 -4.308 24.133 -19.579
O6 -5.694 22.695 -20.898
H1 -3.762 22.222 -22.571
H2 -2.418 22.816 -21.672
H3 -3.664 23.925 -22.250
H4 -3.941 22.061 -19.962
H5 -3.276 24.462 -19.463
H6 -4.735 23.870 -18.610
H7 -4.910 24.956 -19.965
H8 -6.128 22.416 -20.089
C5 0.354 28.063 -23.850
C6 -0.736 28.196 -22.799
C7 -2.035 27.652 -23.398
O7 -0.306 27.381 -21.689
H9 0.011 28.750 -24.623
H10 0.431 27.052 -24.250
H11 1.262 28.518 -23.455
H12 -0.825 29.240 -22.499
H13 -1.828 26.632 -23.723
H14 -2.351 28.284 -24.227
H15 -2.779 27.653 -22.602
H16 -0.931 27.502 -20.970
C8 -9.830 26.706 -24.367
C9 -9.975 25.231 -24.694
C10 -11.470 24.878 -24.839
O8 -9.248 25.057 -25.915
H17 -10.433 27.345 -25.012
H18 -8.808 27.080 -24.308
H19 -10.227 26.887 -23.368
H20 -9.579 24.588 -23.908
H21 -12.011 25.665 -25.365
H22 -11.973 24.819 -23.873
H23 -11.658 23.885 -25.248
H24 -9.814 25.414 -26.603
C11 -8.966 20.068 -23.909
C12 -7.637 20.096 -24.713
C13 -7.889 19.806 -26.144
O9 -7.066 21.400 -24.561
H25 -8.829 20.315 -22.857
H26 -9.436 19.093 -24.043
H27 -9.633 20.839 -24.295
H28 -6.894 19.382 -24.359
H29 -8.469 18.883 -26.156
H30 -7.013 19.782 -26.791
H31 -8.498 20.602 -26.574
H32 -6.892 21.491 -23.621
C14 2.914 21.963 -26.781
C15 2.023 22.567 -25.730
C16 0.530 22.452 -26.005
O10 2.290 21.961 -24.460
H33 2.680 22.300 -27.791
H34 2.802 20.879 -26.778
H35 3.947 22.302 -26.700
H36 2.385 23.594 -25.689
H37 0.139 21.452 -25.818
H38 0.220 22.830 -26.980
H39 -0.012 23.049 -25.272
H40 2.054 22.509 -23.709
C17 -3.436 21.026 -30.823
C18 -3.927 20.043 -31.872
C19 -4.412 18.658 -31.419
O11 -4.996 20.654 -32.545
H41 -2.370 20.882 -30.648
H42 -4.035 20.928 -29.918
H43 -3.543 22.057 -31.160
H44 -3.159 19.835 -32.617
H45 -4.905 18.114 -32.224
H46 -5.156 18.704 -30.623
H47 -3.590 18.030 -31.075
H48 -4.605 21.444 -32.925
C20 -2.156 26.625 -30.989
C21 -1.736 26.235 -29.564
C22 -0.312 26.681 -29.297
O12 -2.482 27.099 -28.668
H49 -2.167 27.704 -31.141
H50 -3.120 26.162 -31.201
H51 -1.455 26.155 -31.679
H52 -1.882 25.188 -29.297
H53 0.477 26.175 -29.854
H54 -0.090 26.843 -28.242
H55 -0.212 27.722 -29.605
H56 -3.421 26.922 -28.765

Properties
* energy above the lowest of the compared OMol25 structures with the same formula, charge and spin: 7.493 eV
* molar mass: 563.62 g mol⁻¹
* multiplicity: 1
* charge: -1

Löwdin atomic charge list, values in e, 4 entries:
1 O -0.419
2 V 0.996
3 O -0.434
4 C -1.128

> Which of these has the highest multiplicity?

C28H32F6N10O5S2Ti

> Number 2 is which compound?

C2H7NS